1.
The following is a quantum chemistry calculation of one molecule with the formula C2H4OS in a non-equilibrium geometry, from OMol25.

XYZ file:
```
8
Properties=species:S:1:pos:R:3:mulliken_charge:R:1
C 0.381 -0.723 -0.126 -1.153
C -0.695 0.448 -0.252 0.476
O -0.086 1.551 -0.081 -0.405
S -2.357 0.181 -0.063 -0.274
H -0.135 -1.598 0.059 0.327
H 1.298 -0.728 -0.712 0.346
H 0.794 -0.462 0.950 0.318
H 0.799 1.331 0.225 0.366
```

The SMILES is CC(O)=S. The value obtained for the lowest unoccupied orbital energy is 0.09 eV. Its net charge is 0. Its orbital gap is 8.836 eV. Its energy is -551.9821 a.u. For the HOMO energy, the calculation gives -8.744 eV. As for the energy relative to the best compared isomer or geometry (same formula, charge and spin): 122.43 kJ/mol.


2.
The following is a quantum chemistry calculation of F6KN3Na3O12S6 as an isolated structure in a non-equilibrium geometry, from OMol25.

XYZ file:
```
31
Properties=species:S:1:pos:R:3:mulliken_charge:R:1
Na 1.749 -6.717 -0.173 0.983
Na 4.307 -0.829 -1.106 0.985
Na 0.310 -4.714 2.292 1.016
K 0.231 2.933 0.311 1.004
N 0.676 -2.673 1.246 -0.439
S -0.091 -1.188 1.180 0.888
O -1.556 -1.219 1.155 -0.464
O 0.559 0.016 0.550 -0.415
F 0.130 -0.876 2.752 -0.301
S 0.980 -2.665 -0.294 0.946
O 2.121 -1.990 -0.798 -0.360
O -0.206 -2.826 -1.135 -0.517
F 1.500 -4.195 -0.042 -0.357
N 4.104 0.863 -2.682 -0.402
S 3.172 2.153 -2.331 0.933
O 2.010 1.881 -1.454 -0.381
O 3.206 3.252 -3.294 -0.508
F 4.220 2.654 -1.255 -0.283
S 3.006 0.404 -3.594 1.059
O 2.870 0.965 -4.932 -0.561
O 1.870 -0.249 -2.960 -0.476
F 3.893 -0.908 -4.044 -0.359
N -4.596 2.433 3.098 -0.304
S -5.232 2.083 1.741 1.115
O -5.771 0.737 1.443 -0.565
O -4.740 2.850 0.589 -0.589
F -6.701 2.866 2.022 -0.361
S -3.390 1.369 2.739 1.096
O -2.390 1.613 1.673 -0.462
O -3.663 0.044 3.248 -0.557
F -2.577 1.934 4.054 -0.362
```

The value obtained for the lowest unoccupied orbital energy is -7.20 eV. Its net charge is +1. Its orbital gap is 3.100 eV. Its energy is -5141.9027 a.u. For the HOMO energy, the calculation gives -10.297 eV. As for the energy relative to the best compared isomer or geometry (same formula, charge and spin): 343.02 kJ/mol.


3.
The following is a quantum chemistry calculation of a 2-piece molecular cluster, C3H10N3S overall in a non-equilibrium geometry, from OMol25.

XYZ file:
```
17
Properties=species:S:1:pos:R:3:mulliken_charge:R:1
C 1.323 1.777 0.739 -0.927
C -2.762 -0.222 -0.426 -0.977
C -0.148 0.196 -0.517 -0.011
N 2.080 0.180 -0.840 -0.893
N 1.037 -1.858 0.680 -0.433
N 1.063 0.731 -0.292 0.808
S -1.468 0.749 0.340 0.088
H 1.002 1.213 1.562 0.435
H 0.548 2.646 0.512 0.272
H 2.290 1.951 0.580 0.396
H -2.965 -1.284 -0.054 0.339
H -2.667 -0.383 -1.416 0.377
H -3.675 0.221 -0.129 0.375
H -0.219 -0.771 -1.009 0.388
H 1.961 -0.576 -1.530 0.292
H 0.699 -2.807 0.603 0.225
H 1.901 -1.765 1.196 0.245
```

The value obtained for the lowest unoccupied orbital energy (spin up / spin down) is -4.06 / -5.85 eV. Its net charge is +1. The spin multiplicity is 3. Its orbital gap (spin up / spin down) is 8.806 / 8.950 eV. Its energy is -682.3024 a.u. For the HOMO energy (spin up / spin down), the calculation gives -12.868 / -14.805 eV. As for the energy relative to the best compared isomer or geometry (same formula, charge and spin): 256.39 kJ/mol.


4.
The following is a quantum chemistry calculation of C4H5NO2 as an isolated structure, from OMol25.

XYZ file:
```
12
Properties=species:S:1:pos:R:3:mulliken_charge:R:1
N -1.627 0.391 -0.311 -0.629
C -0.245 0.172 -0.095 0.371
C 0.647 -0.793 -0.862 -0.714
C 0.510 -0.937 0.600 -0.022
O 1.384 -0.015 1.278 -0.354
C 0.637 1.036 0.781 0.497
O 0.651 2.171 1.144 -0.547
H -1.830 0.662 -1.266 0.251
H -1.949 1.139 0.297 0.282
H 0.150 -1.605 -1.381 0.283
H 1.566 -0.436 -1.321 0.237
H 0.106 -1.785 1.136 0.346
```

The value obtained for the lowest unoccupied orbital energy is 0.91 eV. Its net charge is 0. Its orbital gap is 10.409 eV. Its energy is -360.5979 a.u. For the HOMO energy, the calculation gives -9.502 eV. As for the energy relative to the best compared isomer or geometry (same formula, charge and spin): 187.79 kJ/mol.


5.
The following is a quantum chemistry calculation of C36H30N5O5S3W as an isolated structure, from OMol25.

XYZ file:
```
80
Properties=species:S:1:pos:R:3:mulliken_charge:R:1
W 0.189 1.093 0.029 0.735
C 1.643 -2.327 2.565 -1.974
C 0.859 -1.577 1.527 0.785
N 1.423 -0.635 0.803 0.969
N 2.770 -0.918 0.630 -1.314
C 3.304 -0.395 -0.400 0.482
S 2.556 0.898 -1.343 -0.176
S 4.878 -1.048 -0.918 -0.216
C 4.209 -1.800 -2.442 -1.132
C 2.962 -2.599 -2.167 0.135
C 1.759 -2.213 -2.746 -0.043
C 0.575 -2.863 -2.426 -0.868
C 0.584 -3.912 -1.523 -0.280
C 1.785 -4.312 -0.946 -0.746
C 2.964 -3.656 -1.261 -0.383
C -0.469 -2.015 1.189 -0.146
C -1.154 -2.974 1.962 -0.912
C -2.228 -3.661 1.460 -1.019
C -2.630 -3.424 0.132 -0.888
C -1.996 -2.494 -0.645 -0.736
C -0.934 -1.714 -0.120 2.199
O -0.410 -0.779 -0.848 0.006
H 2.578 -1.818 2.772 0.461
H 1.856 -3.349 2.251 0.182
H 1.044 -2.369 3.476 0.586
H 5.018 -2.398 -2.863 0.484
H 3.985 -1.005 -3.155 0.393
H 1.739 -1.361 -3.418 0.396
H -0.358 -2.521 -2.857 0.745
H -0.342 -4.401 -1.247 0.473
H 1.796 -5.121 -0.227 0.429
H 3.889 -3.935 -0.771 0.328
H -0.821 -3.171 2.973 0.310
H -2.753 -4.386 2.068 0.412
H -3.473 -3.971 -0.274 0.399
H -2.335 -2.263 -1.648 0.319
C -0.702 0.580 -3.945 -0.022
O -2.090 0.925 -3.982 -0.585
C -2.838 0.638 -2.877 0.125
C -4.123 0.170 -3.084 -0.635
C -4.961 -0.131 -2.012 -0.841
C -4.491 0.013 -0.724 -0.798
C -3.194 0.484 -0.489 0.799
C -2.720 0.555 0.876 -0.412
N -1.507 0.812 1.245 1.247
N -1.344 0.868 2.630 -1.361
C -0.139 1.269 2.895 0.700
O 0.736 1.541 1.995 -0.901
C 0.272 1.443 4.314 0.331
C -0.606 1.162 5.357 -0.335
C -0.194 1.319 6.670 -0.674
C 1.094 1.760 6.950 -0.348
C 1.968 2.044 5.911 -0.802
C 1.561 1.887 4.594 -0.268
C -2.368 0.860 -1.564 1.066
O -1.204 1.445 -1.379 -0.260
H -0.422 0.374 -4.980 0.432
H -0.537 -0.307 -3.330 -0.105
H -0.104 1.396 -3.541 -0.192
H -4.453 0.042 -4.108 0.471
H -5.966 -0.490 -2.195 0.354
H -5.114 -0.249 0.124 0.409
H -3.430 0.352 1.672 0.322
H -1.605 0.824 5.120 0.435
H -0.880 1.099 7.479 0.379
H 1.413 1.883 7.978 0.373
H 2.971 2.392 6.125 0.392
H 2.224 2.107 3.769 0.501
O 2.134 1.816 -0.099 -0.680
N 0.772 3.423 -2.217 0.094
C 1.169 3.969 -3.364 -0.077
C 1.028 5.306 -3.683 -0.937
C 0.426 6.126 -2.732 -0.140
C 0.018 5.584 -1.536 -0.862
C 0.212 4.211 -1.290 0.603
S -0.287 3.546 0.249 -0.711
H 1.630 3.286 -4.074 0.362
H 1.366 5.688 -4.637 0.371
H 0.275 7.182 -2.928 0.361
H -0.449 6.194 -0.774 0.424
```

The value obtained for the lowest unoccupied orbital energy (spin up / spin down) is 2.13 / 2.13 eV. Its net charge is -1. Its orbital gap (spin up / spin down) is 5.710 / 5.708 eV. Its energy is -3301.5902 a.u. For the HOMO energy (spin up / spin down), the calculation gives -3.583 / -3.580 eV. As for the energy relative to the best compared isomer or geometry (same formula, charge and spin): 0.00 kJ/mol.